The following is a DFT calculation (ωB97M-V with the def2-TZVPD basis set) of a molecular structure, C32H45BiClN3O7SeSi2.

Geometry as XYZ:
```
92
Properties=species:S:1:pos:R:3:forces:R:3:lowdin_charge:R:1
Bi -0.6029 -1.6894 -0.6706 0.12 -0.10 -0.11 1.7107
O -6.8098 -2.2932 -2.4903 -0.05 0.00 -0.02 0.0984
C -5.6605 -2.1664 -2.1394 -0.02 -0.02 -0.01 -0.2724
C -5.1923 -1.5864 -0.8166 0.06 0.01 0.05 -0.2910
O -5.9056 -1.1650 0.0703 -0.03 0.02 0.01 0.0876
C -3.7212 -1.6390 -0.8633 0.03 -0.01 -0.07 -0.3569
C -3.3045 -2.1898 -2.0906 -0.01 0.02 0.05 -0.3230
O -2.0466 -2.3152 -2.3734 -0.13 0.04 0.01 -0.2619
C -4.4300 -2.5401 -2.9392 0.06 0.01 0.00 -0.3135
O -4.4176 -3.0178 -4.0619 -0.02 -0.02 -0.03 0.0601
O -2.8927 -1.2388 0.0127 -0.03 -0.02 0.01 -0.2534
N 5.7954 -5.4068 -4.1771 -0.02 0.03 0.03 -0.0275
C 3.3641 -3.9493 -2.6094 0.04 -0.05 -0.01 -0.2815
C 2.6850 -3.3063 -3.7921 -0.01 0.00 0.00 -0.2577
C 1.7564 -2.1192 -3.4356 -0.02 0.00 0.00 -0.3692
N 0.5744 -2.6220 -2.6806 0.03 -0.06 -0.09 -0.0662
C 2.5379 -1.0899 -2.6243 0.02 0.01 -0.03 -0.1454
C 3.1659 -1.6969 -1.3705 0.02 0.03 -0.02 -0.3812
N 2.0938 -2.1009 -0.4432 -0.02 0.01 0.06 -0.0490
C 4.0541 -2.9019 -1.7668 -0.03 -0.01 0.03 -0.2500
H 5.3427 -6.0466 -4.8229 -0.01 0.01 -0.01 -0.0249
H 5.0274 -5.0382 -3.5747 0.00 0.01 0.00 -0.0416
H 6.0990 -4.6187 -4.7412 0.00 -0.01 -0.01 -0.0254
H 2.7340 -4.6512 -2.0442 0.00 0.01 0.00 0.0207
H 2.1021 -4.0341 -4.3721 0.00 0.00 0.00 0.0935
H 3.4396 -2.8928 -4.4871 0.00 -0.01 -0.01 0.0916
H 1.3730 -1.6450 -4.3441 -0.01 0.00 0.02 0.1152
H 0.8850 -3.5152 -2.2823 -0.01 0.03 0.00 0.0645
H -0.1859 -2.8410 -3.3182 -0.02 0.02 0.02 0.0730
H 1.8984 -0.2422 -2.3479 0.01 -0.01 0.00 0.0721
H 3.3372 -0.6974 -3.2644 -0.01 0.01 -0.01 0.1182
H 3.7662 -0.9249 -0.8751 0.00 0.00 0.02 0.1246
H 2.2740 -1.8584 0.5248 0.03 -0.01 0.03 0.0484
H 2.0257 -3.1190 -0.4827 0.01 0.01 0.02 0.0646
H 4.4699 -3.3341 -0.8486 0.00 0.00 0.00 0.0944
H 4.9104 -2.4763 -2.3224 0.00 0.00 0.00 0.0915
C 2.1069 0.8415 1.1845 0.03 -0.01 -0.02 -0.1857
Si 0.7224 2.0767 1.1878 -0.02 0.01 0.04 0.3626
C 1.0292 3.3373 2.5455 -0.02 -0.02 -0.02 -0.1913
C 0.7174 2.9241 -0.4973 0.01 0.00 0.03 -0.2800
C 1.3313 4.1800 -0.5414 0.00 0.00 -0.02 -0.1126
C 1.4930 4.8850 -1.7253 0.00 0.00 0.00 -0.1033
C 1.0396 4.3246 -2.9051 0.00 0.02 0.02 -0.0985
C 0.4246 3.0804 -2.8787 0.00 -0.02 -0.05 -0.1135
C 0.2369 2.3524 -1.6970 0.01 0.03 -0.01 -0.2710
Si -0.8301 0.7747 -1.9590 -0.02 -0.05 0.04 0.4834
C -0.6447 0.3076 -3.7783 0.02 0.02 -0.01 -0.2331
C -2.6232 1.3224 -1.8132 -0.02 0.01 0.03 -0.2134
H 3.0701 1.3616 1.1831 -0.02 0.02 -0.01 0.0435
H 2.0457 0.2487 0.2712 0.02 -0.01 -0.01 -0.0002
H 2.0457 0.1503 2.0263 0.01 0.00 -0.01 0.0270
H 2.0352 3.7543 2.4492 0.00 -0.01 -0.01 0.0298
H 0.9665 2.8392 3.5151 -0.01 0.00 0.00 0.0361
H 0.3071 4.1552 2.5413 -0.01 0.00 0.01 0.0318
H 1.6981 4.6254 0.3765 0.00 0.01 0.00 0.0805
H 1.9722 5.8572 -1.7211 0.00 0.00 0.00 0.0930
H 1.1566 4.8492 -3.8463 0.00 0.00 0.00 0.0945
H 0.0757 2.6719 -3.8191 0.01 0.01 0.02 0.0784
H -1.2016 1.0089 -4.4069 -0.01 0.01 0.02 0.0327
H -1.0884 -0.6783 -3.9270 0.02 -0.01 -0.01 0.0183
H 0.3937 0.2927 -4.1100 -0.02 -0.02 -0.01 0.0177
H -2.7365 2.2652 -2.3587 0.02 0.00 0.00 0.0353
H -2.9485 1.4644 -0.7848 -0.01 -0.01 -0.03 -0.0140
H -3.2739 0.5812 -2.2820 0.00 -0.01 0.00 0.0299
Cl -1.7375 -3.6299 2.4006 0.01 -0.02 0.01 0.5283
C -0.0156 -3.9308 2.8100 0.01 0.03 -0.05 -0.4902
C 0.8133 -2.6284 2.8705 -0.20 0.07 0.04 -0.7927
O 1.5971 -2.5286 3.8256 0.03 -0.06 -0.04 -0.0349
O 0.6206 -1.8129 1.9326 0.08 0.03 -0.02 -0.2391
H 0.3757 -4.5664 2.0163 0.04 -0.03 0.04 0.0631
H 0.0147 -4.4527 3.7600 -0.01 0.01 0.01 0.0570
C -2.5518 3.7969 7.0086 0.01 -0.01 -0.01 -0.0646
C -2.2638 3.1314 5.6881 -0.01 0.00 0.02 -0.2790
C -1.6358 1.8973 5.6303 0.01 0.01 -0.01 -0.0176
C -1.3450 1.2695 4.4191 -0.01 0.03 -0.03 -0.2835
C -0.6728 -0.0707 4.4162 0.00 -0.04 -0.03 -0.0614
C -1.6973 1.9238 3.2354 -0.03 0.01 0.00 -0.4590
Se -1.3276 1.0984 1.5254 0.05 0.02 0.14 0.9021
C -2.3537 3.1599 3.2638 -0.01 0.00 -0.03 -0.3040
C -2.7711 3.8633 2.0006 0.02 0.00 0.01 -0.0757
C -2.6222 3.7463 4.4950 0.00 0.00 0.01 -0.0278
H -2.3736 3.1127 7.8383 0.00 0.00 0.00 0.0676
H -3.5888 4.1338 7.0623 0.00 0.00 0.00 0.0727
H -1.9148 4.6729 7.1542 0.00 0.00 0.00 0.0745
H -1.3607 1.3954 6.5524 0.00 0.00 0.00 0.1096
H -0.4557 -0.4028 5.4309 0.00 0.01 0.00 0.0818
H 0.2574 -0.0671 3.8476 0.04 0.00 0.00 0.0613
H -1.2984 -0.8196 3.9262 -0.01 -0.01 -0.01 0.0766
H -3.4101 3.2238 1.3903 -0.01 0.01 0.01 0.0723
H -1.9066 4.1111 1.3803 0.00 0.01 -0.01 0.0658
H -3.3087 4.7831 2.2351 0.00 0.00 0.00 0.0711
H -3.1305 4.7058 4.5204 0.00 0.00 0.00 0.1102
```
Forces are in eV/Å.

## Properties
Electronic energy (eV): -152184.7984
Energy above the lowest of the compared OMol25 structures with the same formula, charge and spin (kcal per mole): 16.0
Total charge: -2
LUMO level (hartree): 0.1362
Highest occupied orbital energy (eV): -0.8560
Frontier orbital gap (eV): 4.6
Strongest force on any atom (Eh/bohr): 0.004